# 1
C2H5N4 | wB97M-V/def2-TZVPD

Geometry (Å):
C1 0.71070 0.60766 1.47089
C2 0.49791 0.04908 -0.77954
N1 0.13061 1.22700 2.21860
N2 -1.69023 -0.39937 0.02436
N3 -0.97265 -0.17910 -0.93397
N4 1.02765 -0.18226 0.48724
H1 -1.25044 -0.76959 0.88194
H2 0.93407 -0.64341 -1.52142
H3 0.49301 1.07808 -0.94961
H4 -1.49943 0.27856 -1.72180
H5 1.61879 -1.06665 0.82331

Output
LUMO level (eV): -6.7
Total charge: +1
Multiplicity: 1
E_HOMO (eV): -15.3
Relative energy (zero: lowest compared OMol25 entry of this formula, charge and spin) (kcal/mol): 71.4
Structure (SMILES): [H]/N=[NH+]\CNC#N

***

# 2
C25H22As2O7S2Sc | wB97M-V/def2-TZVPD

Geometry (Å):
Sc1 1.23526 0.30422 0.75661
O1 3.06979 1.77643 4.53545
As1 2.47688 0.49100 3.39190
O2 1.96567 1.49145 2.14301
O3 1.40640 -0.38141 4.23372
C1 4.14321 -0.51619 3.29910
C2 4.96708 -0.49504 4.41575
C3 6.05739 -1.35082 4.47702
C4 6.32591 -2.23100 3.43625
C5 5.50615 -2.25657 2.31898
C6 4.41803 -1.40448 2.26945
S1 3.42934 -1.27279 0.80615
O4 3.53531 0.14636 0.46406
O5 3.91542 -2.21895 -0.15257
O6 2.00573 -1.49653 1.20723
H1 2.63460 2.57969 4.22529
H2 4.74109 0.19573 5.21651
H3 6.70071 -1.33294 5.34756
H4 7.17651 -2.89755 3.49687
H5 5.68862 -2.91341 1.47867
S2 1.81522 0.58919 -1.68041
C7 0.64074 0.56973 -2.98907
C8 1.08615 0.28644 -4.28530
C9 0.19717 0.21876 -5.34194
C10 -1.15896 0.43335 -5.12828
C11 -1.60990 0.72724 -3.85169
C12 -0.72529 0.81327 -2.78181
As2 -1.24581 1.11398 -0.91720
C13 -3.05546 1.84434 -1.39291
C14 -3.07804 3.21530 -1.65312
C15 -4.24992 3.85981 -2.01437
C16 -5.43533 3.14227 -2.10045
C17 -5.42831 1.77981 -1.84374
C18 -4.24704 1.13496 -1.49913
C19 -1.80714 -0.74075 -0.60775
C20 -2.78711 -1.02596 0.34310
C21 -3.15454 -2.33194 0.61257
C22 -2.53457 -3.38208 -0.05339
C23 -1.54745 -3.11097 -0.98555
C24 -1.18913 -1.79738 -1.26507
H6 2.14363 0.10436 -4.43124
H7 0.56046 -0.00970 -6.33717
H8 -1.86018 0.36666 -5.95125
H9 -2.66780 0.89050 -3.68451
H10 -2.14864 3.77068 -1.57548
H11 -4.24383 4.92189 -2.22825
H12 -6.35844 3.64311 -2.36544
H13 -6.34842 1.21185 -1.91575
H14 -4.25184 0.06572 -1.33380
H15 -3.24628 -0.21117 0.89005
H16 -3.91979 -2.53326 1.35280
H17 -2.81408 -4.40556 0.16422
H18 -1.05225 -3.92292 -1.50362
H19 -0.41932 -1.60211 -2.00277
C25 -1.07185 0.85331 2.63086
O7 -0.36736 0.18426 1.63836
H20 -1.53963 0.13349 3.30970
H21 -1.85868 1.48471 2.18361
H22 -0.42011 1.49761 3.22817

Output
LUMO level (eV): 2.7
Total charge: -1
Multiplicity: 1
E_HOMO (eV): -5.0
Relative energy (zero: lowest compared OMol25 entry of this formula, charge and spin) (kcal/mol): 24.8

***

# 3
C4H2AsN3OReS4Se | wB97M-V/def2-TZVPD

Geometry (Å):
Re1 0.40084 -0.20630 0.68598
S1 3.34412 1.82204 0.75211
As1 3.08026 0.14884 2.23295
S2 2.52681 -1.40730 0.73802
S3 0.89549 0.29910 2.89712
S4 4.43053 0.13072 3.68816
N1 -1.21358 -0.90984 -2.53904
C1 -0.97584 -0.89184 -1.20677
O1 -0.17375 -1.69761 -0.66565
C2 -1.54232 0.15091 -0.31577
C3 -2.29003 -0.08845 0.90126
N2 -2.81086 -0.29875 1.91841
C4 -2.00603 1.28859 -1.06096
N3 -2.31114 2.06957 -1.84491
H1 -0.80792 -1.65169 -3.08225
H2 -1.94870 -0.36513 -2.90588
Se1 1.40213 1.60713 -0.19277

Output
LUMO level (alpha / beta) (eV): -7.2 / -7.1
Total charge: +1
Multiplicity: 1
E_HOMO (alpha / beta) (eV): -13.0 / -13.0
Relative energy (zero: lowest compared OMol25 entry of this formula, charge and spin) (kcal/mol): 3.0

***

# 4
C3H7NO2S | wB97M-V/def2-TZVPD

Geometry (Å):
C1 0.75507 -0.69219 -1.28979
C2 0.60164 -1.20361 0.22588
C3 -0.69177 0.81077 0.83957
N1 0.30449 -0.18701 1.17311
O1 -1.81401 0.19562 -1.50451
O2 -0.27895 1.97387 1.34965
S1 -0.47812 0.74993 -1.24612
H1 1.67251 -0.09488 -1.45604
H2 0.35832 -1.45769 -2.03323
H3 -0.40882 -1.78427 -0.10165
H4 1.46739 -1.82011 0.43384
H5 -1.84194 0.50852 0.79741
H6 1.12745 0.25411 1.68063
H7 -0.77326 2.74694 1.13125

Output
LUMO level (eV): 0.5
Multiplicity: 1
E_HOMO (eV): -8.0
Relative energy (zero: lowest compared OMol25 entry of this formula, charge and spin) (kcal/mol): 83.2

***

# 5
C22H27NO5 | wB97M-V/def2-TZVPD

Geometry (Å):
C1 -6.65994 -0.08988 -0.07182
C2 -5.88286 -0.53568 1.16339
H1 -5.85774 0.25889 1.91896
H2 -6.36384 -1.41174 1.60820
O1 -4.57742 -0.98213 0.85961
C3 -3.60741 -0.08269 0.50188
C4 -3.74004 1.29443 0.63746
C5 -2.70593 2.15627 0.32111
C6 -1.49493 1.65521 -0.12786
C7 -1.36100 0.28458 -0.30099
C8 -2.39436 -0.59619 -0.00310
O2 -2.08605 -1.91523 -0.17523
C9 -3.07710 -2.84049 -0.58897
C10 -3.69871 -2.47023 -1.93081
H3 -4.24718 -1.53466 -1.85068
H4 -4.38310 -3.25307 -2.24653
H5 -2.92280 -2.35153 -2.68374
H6 -2.52799 -3.78258 -0.67402
H7 -3.85367 -2.94908 0.17382
H8 -0.44397 -0.13729 -0.68408
C11 -0.40507 2.59860 -0.52657
O3 -0.56622 3.41240 -1.42155
N1 0.76038 2.52326 0.15247
C12 1.85344 3.36124 -0.32014
H9 1.90667 3.24843 -1.40831
C13 3.19287 2.98239 0.31711
C14 3.33345 1.49204 0.38351
C15 4.46506 0.80179 -0.01350
C16 4.54002 -0.58368 0.08028
C17 3.42618 -1.29559 0.56603
C18 2.29019 -0.58672 0.95185
C19 2.24181 0.79057 0.87911
C20 1.04685 1.62086 1.24994
H10 0.17553 1.00414 1.46159
H11 1.27419 2.21871 2.14523
H12 1.44799 -1.15532 1.31386
O4 3.31119 -2.64410 0.72741
C21 4.28171 -3.53506 0.22719
H13 4.43659 -3.40389 -0.84591
H14 3.87500 -4.52889 0.41524
H15 5.23711 -3.42925 0.74506
O5 5.66219 -1.29234 -0.27891
C22 6.77191 -0.59352 -0.78196
H16 7.51934 -1.35593 -0.99805
H17 6.52921 -0.05604 -1.70448
H18 7.17682 0.10837 -0.04539
H19 5.30371 1.36289 -0.39389
H20 3.23649 3.38727 1.33324
H21 4.00286 3.43323 -0.25644
H22 1.61726 4.41218 -0.11498
H23 -2.83918 3.22129 0.42967
H24 -4.66033 1.71530 1.00968
H25 -6.16641 0.74736 -0.55983
H26 -6.72967 -0.91066 -0.78179
H27 -7.66311 0.21171 0.21667

Output
LUMO level (eV): 0.8
Multiplicity: 1
E_HOMO (eV): -7.9
Relative energy (zero: lowest compared OMol25 entry of this formula, charge and spin) (kcal/mol): 55.4
Structure (SMILES): CCOc1ccc(C(=O)N2CCc3cc(OC)c(OC)cc3C2)cc1OCC

***

# 6
C29H54IrN2O2SSi2 | wB97M-V/def2-TZVPD

Geometry (Å):
Ir1 0.32247 -0.38988 0.81784
N1 2.66209 0.00098 1.27298
C1 2.83821 0.29104 2.70185
C2 1.68979 1.18124 3.14604
N2 0.40338 0.47784 2.93110
H1 3.36657 -0.62879 0.90825
H2 2.71923 0.85630 0.73475
H3 3.78913 0.78297 2.91567
H4 2.81748 -0.65129 3.25272
H5 1.67204 2.08157 2.52992
H6 1.81843 1.47976 4.18618
H7 -0.38395 1.11911 2.96198
H8 0.25475 -0.23098 3.64224
O1 -1.79449 0.74909 0.97859
S1 -2.47388 1.28751 -0.28486
C3 -4.11167 0.57371 -0.28040
C4 -4.64656 0.09478 0.90374
C5 -5.94352 -0.39516 0.89533
C6 -6.67860 -0.40732 -0.28562
C7 -6.11460 0.05338 -1.46711
C8 -4.81714 0.54800 -1.47071
C9 -2.97233 2.95291 0.11208
C10 -3.04253 3.35726 1.43361
C11 -3.49003 4.64003 1.71430
C12 -3.85381 5.49357 0.67988
C13 -3.76522 5.07339 -0.64157
C14 -3.32080 3.79214 -0.93396
H9 -4.04952 0.09411 1.80678
H10 -6.38279 -0.76596 1.81209
H11 -7.69455 -0.77984 -0.28472
H12 -6.68041 0.02231 -2.38863
H13 -4.36647 0.90333 -2.39065
H14 -2.74743 2.67787 2.22269
H15 -3.55658 4.97352 2.74156
H16 -4.20413 6.49276 0.90324
H17 -4.03325 5.74615 -1.44530
H18 -3.24183 3.45754 -1.96232
C15 1.01176 3.00570 -2.46534
Si1 1.27108 2.62765 -0.67243
C16 3.11215 2.81504 -0.32912
C17 0.47689 3.97060 0.35248
O2 0.72072 1.10645 -0.36008
H19 1.31924 4.03040 -2.68965
H20 -0.04233 2.89809 -2.73695
H21 1.59165 2.32804 -3.09723
H22 3.42904 3.75036 -0.79707
H23 3.73456 2.02247 -0.75912
H24 3.35103 2.89696 0.73690
H25 1.15709 4.82423 0.41083
H26 0.26851 3.63853 1.37659
H27 -0.46543 4.31894 -0.07559
C18 -2.68121 -2.29204 -0.51528
C19 -1.79814 -3.30710 0.22629
C20 -2.27267 -3.29647 1.68854
C21 -2.05556 -4.69182 -0.38821
Si2 0.04790 -2.76737 0.14541
C22 1.12933 -3.75293 1.43397
C23 2.62983 -3.59857 1.15034
C24 0.80238 -5.25151 1.43270
C25 0.90763 -3.20416 2.85436
C26 0.77354 -2.87678 -1.64318
C27 -0.23470 -2.37430 -2.68386
C28 2.02189 -1.98350 -1.77976
C29 1.15840 -4.32150 -2.00937
H28 -3.73409 -2.46789 -0.26374
H29 -2.59339 -2.35934 -1.59413
H30 -2.43799 -1.27467 -0.21320
H31 -3.35477 -3.46697 1.71634
H32 -2.07983 -2.33129 2.17099
H33 -1.81043 -4.08171 2.28471
H34 -3.11595 -4.94050 -0.26199
H35 -1.47961 -5.48833 0.07336
H36 -1.84692 -4.70183 -1.45876
H37 2.94075 -4.10382 0.23987
H38 3.19824 -4.04186 1.97635
H39 2.92167 -2.55349 1.07368
H40 0.87870 -5.69541 0.43969
H41 -0.19106 -5.45729 1.82761
H42 1.51997 -5.77151 2.07925
H43 1.18850 -2.14796 2.91100
H44 1.54001 -3.75088 3.56359
H45 -0.12191 -3.29509 3.19283
H46 -0.61252 -1.37470 -2.45028
H47 -1.07841 -3.05274 -2.79445
H48 0.26304 -2.32053 -3.65881
H49 1.79637 -0.93242 -1.58885
H50 2.40399 -2.05505 -2.80512
H51 2.82759 -2.29308 -1.11467
H52 0.32800 -5.01893 -1.88948
H53 1.99656 -4.69442 -1.42444
H54 1.46166 -4.35327 -3.06229

Output
LUMO level (alpha / beta) (eV): -2.1 / -4.0
Total charge: +1
Multiplicity: 5
E_HOMO (alpha / beta) (eV): -10.3 / -11.5
Relative energy (zero: lowest compared OMol25 entry of this formula, charge and spin) (kcal/mol): 0.0

***

Which of these has the highest relative energy (zero: lowest compared OMol25 entry of this formula, charge and spin)?
C3H7NO2S

***

Which of these has the highest relative energy (zero: lowest compared OMol25 entry of this formula, charge and spin)?
C3H7NO2S

***

Which value of relative energy (zero: lowest compared OMol25 entry of this formula, charge and spin) does entry 3 give?
3.0 kcal/mol